1.
Below is one molecule with the formula C5H14SSi at a distorted geometry, with properties calculated with ωB97M-V/def2-TZVPD.

HOMO-LUMO gap = 9.57 eV
energy relative to the best compared isomer or geometry (same formula, charge and spin) = 20.8 kcal per mole

```
21
Properties=species:S:1:pos:R:3:lowdin_charge:R:1
C 0.59 -2.20 0.30 -0.20
C 1.00 -0.75 0.48 -0.70
S 1.07 -0.36 2.37 0.62
Si -0.11 0.56 -0.29 0.51
C 0.02 2.28 0.54 -0.19
C 0.48 0.72 -2.14 -0.17
C -1.91 0.01 -0.05 -0.18
H 0.02 -2.66 1.18 0.08
H 1.48 -2.86 0.18 0.09
H 0.03 -2.42 -0.53 0.03
H 1.98 -0.56 0.28 0.01
H 0.30 -1.50 2.84 -0.09
H 0.69 2.36 1.41 0.01
H 0.26 2.93 -0.26 0.00
H -1.07 2.44 0.88 0.05
H 1.29 -0.08 -2.29 0.06
H -0.36 0.72 -2.83 0.02
H 0.96 1.66 -2.28 -0.01
H -1.92 -0.55 0.90 0.03
H -2.62 0.84 0.16 0.04
H -2.19 -0.59 -0.86 0.00
```

2.
Below is C37H27N7O2STi as an isolated structure at a distorted geometry, with properties calculated with ωB97M-V/def2-TZVPD.

multiplicity = 3
HOMO-LUMO gap (spin up / spin down) = 4.44 / 5.36 eV
total charge = -2
energy relative to the best compared isomer or geometry (same formula, charge and spin) = 56.7 kcal per mole

```
75
Properties=species:S:1:pos:R:3:lowdin_charge:R:1
Ti -0.68 0.64 -0.21 0.67
O -0.44 3.49 -3.09 -0.01
C -0.56 2.44 -2.45 -0.45
N -0.74 2.36 -1.08 -0.06
C -1.00 3.44 -0.25 -0.20
C -0.98 4.80 -0.59 -0.03
C -1.33 5.76 0.36 -0.14
C -1.71 5.39 1.64 -0.14
C -1.72 4.05 2.00 -0.04
C -1.36 3.07 1.08 -0.20
N -1.30 1.70 1.31 -0.05
C -1.85 1.04 2.35 -0.50
O -2.53 1.52 3.28 -0.03
C -1.65 -0.42 2.22 -0.23
C -2.09 -1.29 3.20 -0.04
C -1.95 -2.66 3.04 -0.12
C -1.35 -3.11 1.84 -0.11
C -0.93 -2.21 0.91 -0.15
N -1.05 -0.86 1.05 -0.08
C -0.56 1.12 -3.07 -0.20
C -0.65 0.92 -4.43 -0.07
C -1.04 -0.31 -4.94 -0.16
C -1.58 -1.23 -4.01 -0.15
C -1.44 -1.03 -2.67 -0.16
N -0.50 -0.04 -2.19 -0.19
H -0.69 5.08 -1.59 0.09
H -1.30 6.81 0.08 0.08
H -1.98 6.14 2.37 0.08
H -2.03 3.75 2.99 0.08
H -2.52 -0.85 4.09 0.11
H -2.29 -3.36 3.79 0.07
H -1.22 -4.17 1.66 0.08
H -0.45 -2.55 -0.01 0.09
H -0.51 1.78 -5.07 0.11
H -1.10 -0.50 -6.00 0.07
H -2.17 -2.07 -4.36 0.10
H -1.95 -1.63 -1.93 0.08
C 0.63 2.45 5.12 -0.04
C 1.10 1.12 4.64 -0.33
C 1.32 0.05 5.53 -0.04
C 1.77 -1.14 5.06 -0.03
C 2.02 -1.30 3.68 -0.17
C 2.58 -2.47 3.13 -0.08
C 2.88 -2.52 1.79 -0.11
C 2.61 -1.43 0.95 -0.14
C 2.01 -0.27 1.42 -0.60
S 1.73 1.09 0.36 0.66
C 1.73 -0.19 2.84 -0.23
N 1.28 0.98 3.34 0.17
H 0.96 2.67 6.14 0.06
H 0.97 3.23 4.43 0.08
H -0.46 2.45 5.10 0.07
H 1.15 0.20 6.59 0.10
H 1.97 -1.97 5.73 0.10
H 2.78 -3.32 3.77 0.09
H 3.33 -3.41 1.37 0.09
H 2.90 -1.47 -0.09 0.09
N -3.82 0.88 0.07 0.16
C -2.82 0.54 -0.45 -0.01
H -4.13 1.44 0.85 0.09
C 0.94 -0.60 -2.17 -0.14
C 1.31 -1.51 -3.30 -0.19
C 0.92 -2.86 -3.26 -0.03
C 1.23 -3.73 -4.28 -0.03
C 1.96 -3.28 -5.39 -0.25
C 2.38 -1.94 -5.42 -0.04
C 2.05 -1.08 -4.40 -0.02
C 2.25 -4.17 -6.45 -0.22
N 2.46 -4.91 -7.30 0.12
H 1.04 -1.16 -1.23 0.07
H 1.60 0.26 -2.14 0.08
H 0.37 -3.22 -2.40 0.11
H 0.92 -4.76 -4.24 0.11
H 2.95 -1.59 -6.28 0.11
H 2.36 -0.04 -4.45 0.12
```

3.
Below is a 11-piece molecular cluster, C51H56F40N4O11S2 overall at a distorted geometry, with properties calculated with ωB97M-V/def2-TZVPD.

HOMO-LUMO gap = 9.33 eV

```
164
Properties=species:S:1:pos:R:3:lowdin_charge:R:1
F -31.27 7.98 -5.88 0.10
C -32.18 7.03 -5.68 -0.34
F -33.41 7.50 -5.53 0.12
C -32.17 5.81 -6.67 -0.49
F -32.99 4.95 -6.24 0.21
F -30.88 5.30 -6.65 0.09
C -32.58 6.23 -8.10 -0.07
O -33.88 6.78 -8.26 0.01
C -33.95 8.18 -8.60 -0.51
F -33.21 8.97 -7.87 0.20
F -33.57 8.20 -9.90 0.14
C -35.42 8.70 -8.39 -0.39
F -35.73 8.64 -7.12 0.15
F -35.58 9.88 -8.89 0.15
H -31.85 6.69 -4.70 0.17
H -32.64 5.43 -8.82 0.15
H -31.82 6.88 -8.55 0.14
H -36.08 8.02 -8.93 0.17
F -34.48 -6.50 -12.70 0.14
C -35.06 -5.42 -13.16 -0.39
F -34.15 -4.53 -13.53 0.13
C -36.23 -5.66 -14.12 -0.34
F -35.76 -5.80 -15.41 0.09
F -37.12 -4.55 -14.18 0.06
C -37.03 -6.97 -13.73 -0.04
O -37.53 -6.98 -12.39 0.01
C -38.78 -6.36 -12.10 -0.48
F -38.74 -5.02 -12.35 0.13
F -39.74 -6.93 -12.82 0.15
C -39.16 -6.57 -10.58 -0.28
F -38.13 -6.24 -9.77 0.09
F -40.20 -5.85 -10.14 0.10
H -35.56 -5.02 -12.28 0.17
H -36.40 -7.85 -13.85 0.15
H -37.89 -7.08 -14.38 0.14
H -39.42 -7.61 -10.41 0.17
F -24.45 -3.12 -22.85 0.09
C -24.84 -2.64 -21.63 -0.27
F -23.78 -2.96 -20.83 0.06
C -25.17 -1.14 -21.42 -0.46
F -26.24 -0.87 -22.14 0.15
F -24.19 -0.35 -21.93 0.12
C -25.45 -0.79 -19.94 0.00
O -26.52 -1.72 -19.47 0.00
C -26.44 -2.18 -18.15 -0.59
F -25.35 -2.87 -17.97 0.18
F -26.37 -1.13 -17.37 0.18
C -27.69 -3.05 -17.84 -0.36
F -28.08 -3.84 -18.83 0.13
F -27.64 -3.76 -16.75 0.15
H -25.61 -3.30 -21.23 0.16
H -25.65 0.26 -19.75 0.15
H -24.55 -1.06 -19.39 0.13
H -28.43 -2.26 -17.72 0.17
F -34.43 0.50 -17.45 0.14
C -33.21 0.54 -17.00 -0.36
F -32.48 -0.30 -17.73 0.11
C -32.54 1.93 -16.91 -0.40
F -33.27 2.72 -16.07 0.11
F -32.46 2.59 -18.14 0.09
C -31.14 1.88 -16.38 -0.09
O -31.00 1.09 -15.21 0.02
C -30.30 1.77 -14.15 -0.44
F -29.18 2.38 -14.64 0.14
F -31.11 2.77 -13.71 0.13
C -30.08 0.78 -12.99 -0.31
F -29.46 -0.38 -13.33 0.10
F -29.47 1.29 -11.92 0.12
H -33.29 0.11 -16.00 0.17
H -30.89 2.92 -16.21 0.15
H -30.55 1.46 -17.19 0.15
H -31.05 0.47 -12.59 0.17
F -35.68 -2.86 -4.24 0.12
C -34.68 -3.20 -5.03 -0.34
F -34.88 -4.47 -5.42 0.11
C -34.52 -2.27 -6.27 -0.51
F -34.19 -1.05 -5.94 0.17
F -35.71 -2.18 -6.84 0.15
C -33.51 -2.88 -7.27 -0.06
O -32.22 -3.14 -6.71 0.01
C -31.39 -4.00 -7.49 -0.48
F -31.77 -5.28 -7.24 0.15
F -31.56 -3.75 -8.80 0.16
C -29.98 -3.74 -6.94 -0.33
F -29.01 -4.49 -7.45 0.11
F -29.49 -2.50 -6.98 0.13
H -33.77 -3.19 -4.44 0.17
H -33.40 -2.31 -8.19 0.14
H -33.96 -3.81 -7.62 0.14
H -30.01 -4.08 -5.90 0.17
C -32.09 8.39 -17.88 -0.06
C -30.80 8.32 -18.72 -0.28
O -30.09 7.14 -18.32 -0.28
S -28.68 6.79 -19.15 0.69
C -27.37 7.46 -17.94 -0.09
O -28.53 5.33 -19.13 -0.31
O -28.72 7.45 -20.45 -0.30
H -32.84 7.64 -18.12 0.08
H -32.64 9.32 -18.04 0.08
H -31.74 8.37 -16.85 0.08
H -31.09 8.35 -19.77 0.11
H -30.17 9.19 -18.53 0.12
H -26.36 7.18 -18.22 0.06
H -27.59 7.15 -16.91 0.06
H -27.27 8.55 -17.99 0.06
C -32.90 -1.94 -23.10 -0.06
C -33.87 -3.09 -22.82 -0.30
O -35.16 -2.64 -23.13 -0.27
S -36.39 -3.72 -23.06 0.68
C -36.42 -3.98 -21.18 -0.09
O -37.65 -3.06 -23.42 -0.30
O -35.97 -4.94 -23.73 -0.30
H -33.17 -1.27 -23.91 0.09
H -31.85 -2.24 -23.13 0.08
H -32.93 -1.30 -22.22 0.07
H -33.55 -3.94 -23.42 0.12
H -33.93 -3.38 -21.77 0.10
H -35.53 -4.54 -20.88 0.06
H -37.40 -4.40 -20.96 0.06
H -36.44 -3.00 -20.71 0.06
C -39.51 7.60 -16.45 -0.09
C -38.39 6.84 -16.26 -0.08
C -37.90 6.82 -14.95 -0.18
N -38.49 7.38 -13.91 0.05
C -39.55 8.27 -14.17 -0.12
C -40.09 8.42 -15.43 -0.06
H -39.93 7.60 -17.44 0.10
H -37.92 6.19 -16.98 0.10
H -37.03 6.22 -14.70 0.10
H -39.93 8.81 -13.31 0.09
H -40.98 9.02 -15.50 0.10
C -23.54 2.09 -7.41 -0.06
C -24.42 1.57 -6.43 -0.09
C -23.92 1.09 -5.25 -0.14
N -22.58 1.18 -4.92 0.06
C -21.77 1.70 -5.83 -0.18
C -22.18 2.15 -7.07 -0.08
H -23.91 2.37 -8.39 0.10
H -25.48 1.53 -6.62 0.10
H -24.56 0.68 -4.48 0.10
H -20.71 1.77 -5.66 0.10
H -21.51 2.63 -7.78 0.10
C -22.49 -2.91 -10.40 -0.12
C -23.05 -3.73 -11.29 -0.11
C -22.29 -4.59 -12.08 -0.12
N -20.93 -4.61 -11.98 0.05
C -20.37 -3.72 -11.18 -0.15
C -21.13 -2.93 -10.25 -0.05
H -23.11 -2.33 -9.73 0.11
H -24.13 -3.74 -11.36 0.10
H -22.78 -5.25 -12.78 0.10
H -19.29 -3.79 -11.10 0.10
H -20.63 -2.34 -9.49 0.10
C -33.56 5.45 -25.00 -0.09
C -33.61 4.88 -26.28 -0.08
C -32.54 4.05 -26.63 -0.14
N -31.43 3.87 -25.83 0.05
C -31.44 4.46 -24.61 -0.15
C -32.46 5.28 -24.18 -0.09
H -34.44 5.96 -24.63 0.10
H -34.36 5.02 -27.04 0.10
H -32.57 3.75 -27.67 0.09
H -30.64 4.25 -23.91 0.10
H -32.54 5.65 -23.17 0.10
```

4.
Below is C4H12CsO2 as an isolated structure at a distorted geometry, with properties calculated with ωB97M-V/def2-TZVPD.

multiplicity = 2
HOMO-LUMO gap (spin up / spin down) = 8.87 / 2.37 eV
total charge = +2
energy relative to the best compared isomer or geometry (same formula, charge and spin) = 9.6 kcal per mole

```
19
Properties=species:S:1:pos:R:3:lowdin_charge:R:1
Cs 0.17 -0.12 -16.73 1.25
C 0.06 -1.09 -11.63 0.04
C 0.06 0.21 -12.39 -0.16
O 0.07 0.00 -13.75 0.05
H 0.07 -0.97 -10.54 0.13
H 0.88 -1.70 -12.00 0.12
H -0.86 -1.58 -11.93 0.13
H 0.93 0.81 -12.13 0.23
H -0.80 0.87 -12.22 0.20
H -0.11 0.90 -14.00 0.10
C -2.53 0.59 -19.69 -0.04
C -1.97 1.78 -18.84 -0.35
O -0.60 1.78 -18.81 -0.22
H -2.28 0.83 -20.73 0.09
H -3.62 0.67 -19.65 0.09
H -2.20 -0.43 -19.50 0.07
H -2.31 1.80 -17.81 0.09
H -2.28 2.74 -19.26 0.13
H -0.22 2.37 -18.15 0.06
```

5.
Below is one molecule with the formula C6H10BrN3 at a distorted geometry, with properties calculated with ωB97M-V/def2-TZVPD.

HOMO-LUMO gap (spin up / spin down) = 7.15 / 7.15 eV
energy relative to the best compared isomer or geometry (same formula, charge and spin) = 132.9 kcal per mole

```
20
Properties=species:S:1:pos:R:3:lowdin_charge:R:1
C 1.96 2.61 -1.66 -0.76
C -0.63 0.77 0.23 -0.09
C 1.64 2.73 -2.93 -0.24
C -1.49 -1.50 0.49 -0.10
C 1.77 0.54 0.61 -0.02
C -0.97 -0.24 1.25 -0.23
N 0.89 2.10 -0.97 -0.02
N 0.61 1.20 -0.09 -0.19
N 1.15 3.06 -4.01 0.13
Br 3.78 2.87 -1.10 0.67
H -0.84 -2.36 0.43 0.06
H -2.00 -1.30 -0.45 0.08
H -2.20 -2.06 1.10 0.06
H 2.67 0.78 -0.04 0.04
H 1.85 0.79 1.64 0.07
H 1.74 -0.64 0.71 0.13
H -0.20 -0.55 1.97 0.10
H -1.76 0.36 1.72 0.11
H 0.61 3.91 -3.95 0.06
H -1.50 1.22 -0.30 0.14
```

6.
Below is one molecule with the formula C5H6O at a distorted geometry, with properties calculated with ωB97M-V/def2-TZVPD.

HOMO-LUMO gap = 10.35 eV
energy relative to the best compared isomer or geometry (same formula, charge and spin) = 80.7 kcal per mole

```
12
Properties=species:S:1:pos:R:3:lowdin_charge:R:1
C 2.31 -0.25 0.79 0.15
C 1.97 0.05 -0.33 -0.01
C 0.62 0.15 -0.85 -0.43
O 0.26 -0.08 -1.98 0.07
C -0.35 0.38 0.33 -0.20
C -1.66 -0.15 -0.20 -0.11
H 2.71 -0.60 1.71 0.05
H 0.22 -0.06 1.18 0.09
H -0.42 1.46 0.55 0.13
H -2.54 0.36 0.24 0.07
H -1.78 -1.23 -0.07 0.07
H -1.34 -0.03 -1.36 0.11
```

7.
Below is one molecule with the formula CH6BN at a distorted geometry, with properties calculated with ωB97M-V/def2-TZVPD.

HOMO-LUMO gap = 10.96 eV
energy relative to the best compared isomer or geometry (same formula, charge and spin) = 54.1 kcal per mole

```
9
Properties=species:S:1:pos:R:3:lowdin_charge:R:1
B 1.34 -0.17 0.03 -0.24
N 0.13 0.41 -0.18 -0.13
C -1.19 -0.14 -0.05 -0.13
H 2.23 0.45 0.27 -0.01
H 1.38 -1.35 0.21 0.03
H 0.23 1.67 -0.20 0.24
H -1.50 0.31 0.92 0.11
H -1.68 -0.02 -1.03 0.09
H -0.95 -1.15 0.03 0.05
```

8.
Below is C32H45NOOsP as an isolated structure at a distorted geometry, with properties calculated with ωB97M-V/def2-TZVPD.

HOMO-LUMO gap (spin up / spin down) = 6.12 / 6.41 eV
total charge = +1

```
81
Properties=species:S:1:pos:R:3:lowdin_charge:R:1
Os 0.48 0.54 -1.08 1.30
C -1.46 3.68 1.53 -0.11
C -2.42 3.19 0.44 -0.49
C -3.77 2.84 1.07 -0.09
P -1.65 1.82 -0.59 1.12
C -2.45 2.11 -2.25 -0.51
C -3.93 1.79 -2.41 -0.09
C -1.67 1.47 -3.41 -0.13
C -2.14 0.31 0.33 -0.30
C -3.44 -0.18 0.40 -0.06
C -3.77 -1.29 1.17 -0.26
C -5.16 -1.84 1.18 -0.04
C -2.77 -1.86 1.96 -0.01
C -1.47 -1.41 1.90 0.01
C -1.11 -0.37 1.03 -0.31
N 0.22 -0.09 0.79 -0.08
C 1.27 -0.53 1.62 -0.22
C 2.16 -1.51 1.14 -0.19
C 1.91 -2.18 -0.18 -0.02
C 3.21 -1.91 1.94 0.00
C 3.43 -1.36 3.20 -0.25
C 4.59 -1.80 4.05 -0.04
C 2.53 -0.41 3.67 0.01
C 1.45 0.01 2.91 -0.19
C 0.51 1.04 3.46 -0.02
H -1.82 4.62 1.96 0.09
H -0.46 3.85 1.14 0.07
H -1.41 2.95 2.34 0.06
H -2.56 4.00 -0.28 0.11
H -3.65 2.09 1.85 0.09
H -4.49 2.47 0.35 0.06
H -4.18 3.74 1.53 0.10
H -2.32 3.20 -2.34 0.11
H -4.11 0.73 -2.30 0.08
H -4.25 2.08 -3.41 0.09
H -4.56 2.34 -1.71 0.07
H -1.94 0.42 -3.51 0.06
H -0.59 1.53 -3.26 0.04
H -1.90 1.98 -4.34 0.09
H -4.22 0.30 -0.17 0.09
H -5.77 -1.40 0.39 0.08
H -5.65 -1.65 2.14 0.09
H -5.14 -2.92 1.03 0.09
H -3.02 -2.69 2.61 0.13
H -0.69 -1.90 2.48 0.13
H 1.10 -2.91 -0.08 0.10
H 2.80 -2.70 -0.53 0.10
H 1.61 -1.47 -0.96 0.02
H 3.88 -2.68 1.57 0.13
H 5.39 -2.22 3.44 0.08
H 4.27 -2.56 4.76 0.09
H 4.99 -0.96 4.62 0.08
H 2.67 0.02 4.65 0.12
H 0.87 1.43 4.41 0.09
H -0.48 0.62 3.62 0.08
H 0.42 1.87 2.75 0.06
C 2.15 1.78 -1.23 -0.28
C 3.42 1.02 -1.13 -0.32
C 4.34 1.30 -0.12 -0.04
C 5.53 0.59 -0.04 -0.07
C 5.80 -0.43 -0.94 -0.07
C 4.90 -0.71 -1.95 -0.08
C 3.73 0.02 -2.06 -0.08
H 1.98 2.11 -2.28 0.07
H 2.15 2.66 -0.59 0.06
H 4.12 2.08 0.59 0.12
H 6.26 0.85 0.72 0.11
H 6.73 -0.99 -0.86 0.11
H 5.11 -1.49 -2.67 0.11
H 3.04 -0.18 -2.88 0.10
C 0.21 -1.94 -3.77 -0.04
C -0.57 -2.10 -2.47 -0.55
C -1.93 -2.74 -2.72 -0.03
O -0.75 -0.88 -1.81 -0.37
H 0.41 -2.92 -4.22 0.09
H 1.16 -1.44 -3.58 0.05
H -0.36 -1.34 -4.48 0.08
H 0.00 -2.79 -1.82 0.11
H -2.51 -2.14 -3.42 0.08
H -2.49 -2.82 -1.78 0.08
H -1.80 -3.74 -3.14 0.09
```

9.
Below is one molecule with the formula C4H6P2 at a distorted geometry, with properties calculated with ωB97M-V/def2-TZVPD.

HOMO-LUMO gap (spin up / spin down) = 7.38 / 7.38 eV
energy relative to the best compared isomer or geometry (same formula, charge and spin) = 69.3 kcal per mole

```
12
Properties=species:S:1:pos:R:3:lowdin_charge:R:1
P 2.31 -0.46 1.12 0.69
C 0.80 0.01 0.38 -0.82
P -0.32 1.22 0.63 0.85
C -1.65 0.75 -0.36 -0.38
C -1.54 -0.58 -0.68 -0.32
C -0.37 -1.22 -0.36 -0.06
H 2.86 0.89 0.80 -0.09
H 2.75 -1.02 -0.21 -0.07
H 0.30 2.45 0.50 -0.04
H -2.60 1.41 -0.47 0.09
H -2.36 -1.15 -0.98 0.08
H -0.18 -2.30 -0.37 0.07
```

10.
Below is one molecule with the formula C4H9NO2 at a distorted geometry, with properties calculated with ωB97M-V/def2-TZVPD.

HOMO-LUMO gap = 9.70 eV
energy relative to the best compared isomer or geometry (same formula, charge and spin) = 99.7 kcal per mole

```
16
Properties=species:S:1:pos:R:3:lowdin_charge:R:1
C -0.69 1.86 0.14 -0.14
N -1.44 0.83 0.77 -0.04
C -1.61 -0.41 0.49 -0.24
O -0.91 -1.27 -0.32 -0.06
C 0.33 -0.88 -0.97 -0.15
C 1.52 -1.13 -0.05 -0.24
O 1.53 -0.28 1.07 -0.07
H -1.05 2.78 0.59 0.07
H 0.38 1.72 0.32 0.07
H -0.91 1.90 -0.93 0.09
H -2.66 -0.16 0.77 0.14
H 0.42 -1.50 -1.87 0.13
H 0.31 0.17 -1.28 0.10
H 1.53 -2.19 0.24 0.12
H 2.46 -0.93 -0.59 0.13
H 0.78 -0.52 1.63 0.09
```

Which formula does entry 7 have?
CH6BN

Copy entry 9 word for word.
Below is one molecule with the formula C4H6P2 at a distorted geometry, with properties calculated with ωB97M-V/def2-TZVPD.

HOMO-LUMO gap (spin up / spin down) = 7.38 / 7.38 eV
energy relative to the best compared isomer or geometry (same formula, charge and spin) = 69.3 kcal per mole

```
12
Properties=species:S:1:pos:R:3:lowdin_charge:R:1
P 2.31 -0.46 1.12 0.69
C 0.80 0.01 0.38 -0.82
P -0.32 1.22 0.63 0.85
C -1.65 0.75 -0.36 -0.38
C -1.54 -0.58 -0.68 -0.32
C -0.37 -1.22 -0.36 -0.06
H 2.86 0.89 0.80 -0.09
H 2.75 -1.02 -0.21 -0.07
H 0.30 2.45 0.50 -0.04
H -2.60 1.41 -0.47 0.09
H -2.36 -1.15 -0.98 0.08
H -0.18 -2.30 -0.37 0.07
```